[1]
{"formula": "C14H24BrClF3N2O4", "method": "ωB97M-V/def2-TZVPD", "total_charge": 1, "orbital_gap_ha": 0.349, "lumo_energy_ev": -2.5, "e_homo_ev": -12.0, "total_energy_ha": -4291.8653, "multiplicity": 1, "species": ["O", "C", "Br", "C", "O", "C", "O", "N", "Cl", "C", "C", "O", "C", "F", "F", "F", "H", "H", "H", "H", "H", "H", "C", "C", "C", "N", "C", "C", "C", "C", "C", "H", "H", "H", "H", "H", "H", "H", "H", "H", "H", "H", "H", "H", "H", "H", "H", "H", "H"], "xyz": [[-2.93883, -2.76277, 5.73161], [-2.40152, -2.24309, 4.79943], [-3.21325, -0.63790, 3.96269], [-1.12592, -2.69445, 4.10160], [-0.09248, -3.06798, 4.97444], [0.23200, -2.16562, 5.96299], [-0.23511, -2.26362, 7.07050], [1.26567, -1.26061, 5.66656], [1.23480, 0.10926, 6.68137], [1.60785, -0.96357, 4.27701], [0.81741, 0.17183, 3.62951], [1.38544, 1.42483, 3.87356], [0.81010, 0.04141, 2.11052], [1.99563, 0.42106, 1.62191], [-0.08038, 0.85270, 1.55462], [0.59473, -1.19677, 1.71261], [-0.82523, -1.95612, 3.37338], [-1.39514, -3.58491, 3.55283], [2.64980, -0.67595, 4.24337], [1.54439, -1.89478, 3.73980], [-0.20625, 0.16325, 3.98718], [0.90308, 1.84410, 4.58096], [-0.20847, -0.96363, -1.34983], [-1.05263, 0.28876, -1.57231], [-1.32742, 0.67673, -3.02110], [-0.31158, 1.59302, -3.67162], [-0.60185, 3.00478, -3.28887], [1.11974, 1.24242, -3.36926], [1.39598, 0.05184, -4.26024], [0.71002, 0.44056, -5.57751], [-0.39304, 1.43535, -5.18398], [0.86134, -0.79479, -1.47472], [-0.34892, -1.30006, -0.32930], [-0.50335, -1.77952, -2.01204], [-0.63585, 1.12640, -1.00875], [-2.02983, 0.08881, -1.12967], [-2.26832, 1.22096, -3.08315], [-1.42290, -0.20904, -3.64690], [-0.55416, 3.09091, -2.20634], [-1.59374, 3.26448, -3.64830], [0.13996, 3.65069, -3.74898], [1.72188, 2.09833, -3.67272], [1.25241, 1.08895, -2.30272], [0.94968, -0.85560, -3.85566], [2.46077, -0.13215, -4.37797], [0.31164, -0.42860, -6.09506], [1.41406, 0.92088, -6.25393], [-1.39447, 1.10591, -5.44350], [-0.21777, 2.41333, -5.62400]]}



[2]
{"formula": "C14H24BrNO3S", "method": "ωB97M-V/def2-TZVPD", "orbital_gap_ha": 0.343, "lumo_energy_ev": 0.1, "smiles": "CC(=O)OCCCCCCCC[C@@H]1C(=O)N[C@H](Br)[C@@H]1S", "e_homo_ev": -9.2, "total_energy_ha": -3800.4003, "multiplicity": 1, "species": ["C", "C", "O", "O", "C", "C", "C", "C", "C", "C", "C", "C", "C", "C", "O", "N", "C", "Br", "C", "S", "H", "H", "H", "H", "H", "H", "H", "H", "H", "H", "H", "H", "H", "H", "H", "H", "H", "H", "H", "H", "H", "H", "H", "H"], "xyz": [[-0.86955, -2.77033, 5.15239], [-0.94831, -1.54945, 4.09639], [-1.74828, -1.65861, 3.13692], [-0.12788, -0.42734, 4.33508], [0.48122, 0.04990, 3.10382], [-0.13085, 1.47579, 2.63698], [-1.48377, 1.33689, 1.79939], [-1.14725, 0.84891, 0.29867], [-2.41975, 0.22912, -0.46840], [-2.00874, -0.85376, -1.56523], [-1.03657, -0.25694, -2.72692], [0.22136, -1.21455, -2.99642], [1.63287, -0.61741, -2.54656], [1.93966, -0.35170, -0.99612], [2.13868, -1.13874, -0.06325], [1.99894, 1.12677, -0.87617], [2.74951, 1.69726, -2.05527], [2.57651, 3.65790, -2.34818], [2.22382, 0.69508, -3.24674], [1.27399, 1.52956, -4.60317], [-1.42766, -2.44072, 6.08741], [0.23653, -2.98818, 5.37697], [-1.36433, -3.64827, 4.61579], [0.46341, -0.71623, 2.25037], [1.59884, 0.20761, 3.33520], [-0.33222, 2.04086, 3.61983], [0.71452, 1.98819, 2.04635], [-2.28191, 0.69107, 2.28452], [-1.93188, 2.38887, 1.68701], [-0.34372, 0.04765, 0.37763], [-0.83716, 1.77740, -0.28542], [-3.05561, 1.05447, -0.94413], [-3.05428, -0.29402, 0.32923], [-1.43332, -1.74988, -1.12448], [-2.94158, -1.32052, -2.05378], [-0.75944, 0.83550, -2.54722], [-1.67109, -0.27832, -3.68819], [0.11422, -2.25490, -2.52306], [0.27779, -1.40421, -4.13099], [2.38213, -1.44382, -2.82947], [1.06883, 1.53701, -1.05375], [3.85716, 1.44771, -2.01941], [3.21952, 0.30335, -3.67382], [2.18562, 2.41102, -5.20382]]}



[3]
{"formula": "C14H24CdNO2P", "method": "ωB97M-V/def2-TZVPD", "orbital_gap_ha": 0.276, "lumo_energy_ev": 0.2, "e_homo_ev": -7.3, "total_energy_ha": -1262.1152, "relative_energy_kj_mol": 50.2, "multiplicity": 1, "species": ["C", "C", "C", "C", "C", "C", "C", "C", "N", "Cd", "C", "P", "H", "H", "H", "H", "H", "H", "H", "H", "C", "C", "H", "C", "C", "H", "H", "H", "H", "H", "H", "H", "H", "H", "H", "H", "H", "H", "H", "O", "C", "O", "H"], "xyz": [[-2.40300, 0.09253, -2.83303], [-2.10318, -1.02225, -2.05453], [-1.58274, -0.86662, -0.75156], [-1.39908, 0.42011, -0.25071], [-1.50781, 1.51933, -1.10530], [-2.12190, 1.37596, -2.36233], [-1.23651, -2.10176, 0.03179], [-0.31024, -3.07782, -0.75848], [1.06178, -2.67992, -0.86160], [-1.15384, 0.84300, 1.93126], [-0.85842, 2.82791, -0.69130], [0.35153, 2.43378, 0.65793], [-2.26919, -2.03018, -2.44976], [-2.32886, 2.26162, -2.96777], [-2.84310, -0.04388, -3.81926], [-1.58587, 3.55013, -0.28578], [-0.30594, 3.31870, -1.50991], [-0.76665, -1.85098, 0.99511], [-2.15088, -2.67225, 0.26559], [-0.31986, -4.04719, -0.22570], [1.03678, 4.01365, 1.18515], [1.68354, 1.65462, -0.31841], [-0.69797, -3.22278, -1.77663], [1.57522, -2.03846, -2.03185], [1.94074, -2.83463, 0.26025], [1.53620, 1.76199, 4.63339], [2.13362, -2.74725, -2.66693], [0.75557, -1.61128, -2.62470], [2.27999, -1.24340, -1.74390], [2.52669, -3.77038, 0.18364], [2.65956, -2.00009, 0.28292], [1.37239, -2.86716, 1.20204], [2.07713, 2.37591, -1.04738], [2.48495, 1.32856, 0.35706], [1.30237, 0.77896, -0.85496], [1.21741, 4.67296, 0.32807], [0.32287, 4.47848, 1.87521], [1.97636, 3.81946, 1.71544], [2.02373, 2.12654, 4.21921], [-2.07608, 0.06304, 3.86666], [-1.09817, -0.74788, 3.98650], [-0.12520, -0.82676, 3.15592], [-1.07394, -1.41432, 4.85865]]}



[4]
{"formula": "C14H24Cl6O6", "method": "ωB97M-V/def2-TZVPD", "orbital_gap_ha": 0.389, "lumo_energy_ev": 0.1, "smiles": "C[C@H]1COC(=O)O1.C[C@H]1COC(=O)O1.ClCCCl.ClCCCl.ClCCCl", "e_homo_ev": -10.4, "total_energy_ha": -3760.4954, "relative_energy_kj_mol": 0.0, "multiplicity": 1, "species": ["C", "C", "C", "O", "C", "O", "O", "H", "H", "H", "H", "H", "H", "C", "C", "C", "O", "C", "O", "O", "H", "H", "H", "H", "H", "H", "Cl", "C", "C", "Cl", "H", "H", "H", "H", "Cl", "C", "C", "Cl", "H", "H", "H", "H", "Cl", "C", "C", "Cl", "H", "H", "H", "H"], "xyz": [[-22.05507, 11.23798, -11.32391], [-22.92209, 11.40222, -10.09286], [-23.19306, 12.85562, -9.68346], [-24.60035, 12.93047, -9.52328], [-25.18070, 11.77517, -9.94038], [-26.34838, 11.58558, -9.96072], [-24.24308, 10.89373, -10.34512], [-22.13040, 10.22250, -11.70891], [-21.01667, 11.37954, -11.01119], [-22.27399, 11.96487, -12.10455], [-22.44473, 10.82513, -9.29968], [-22.85408, 13.55686, -10.45062], [-22.67756, 13.13568, -8.76625], [-13.38250, 10.83963, -14.74305], [-14.13023, 11.41675, -13.57381], [-14.18220, 10.54123, -12.29696], [-13.78153, 11.44738, -11.25922], [-13.43323, 12.64191, -11.76457], [-13.08508, 13.57674, -11.13088], [-13.50880, 12.62312, -13.12656], [-13.82771, 9.91110, -15.09281], [-12.33672, 10.65874, -14.48142], [-13.35584, 11.57215, -15.55168], [-15.16706, 11.63213, -13.85115], [-13.47598, 9.71215, -12.29127], [-15.19627, 10.21425, -12.08784], [-18.09463, 12.16575, -12.99831], [-17.59373, 13.74063, -13.67896], [-18.40332, 14.87041, -13.08036], [-18.03732, 15.13092, -11.36657], [-17.78936, 13.71143, -14.74836], [-16.53592, 13.87013, -13.47036], [-19.47092, 14.67146, -13.16344], [-18.22693, 15.78425, -13.64872], [-16.20457, 10.04368, -9.49766], [-17.62122, 10.59108, -8.55600], [-18.33536, 11.58955, -9.42655], [-19.74307, 12.30507, -8.55506], [-17.28586, 11.06483, -7.63565], [-18.19743, 9.70910, -8.29341], [-18.69519, 11.15626, -10.35221], [-17.69807, 12.44829, -9.61101], [-13.34770, 13.51720, -6.87245], [-13.68409, 12.00098, -7.77190], [-12.42632, 11.39820, -8.33730], [-11.27873, 10.90125, -7.06482], [-14.37966, 12.24214, -8.57188], [-14.18698, 11.34709, -7.06376], [-11.91701, 12.09878, -8.99098], [-12.69792, 10.50056, -8.89005]]}



[5]
{"formula": "C14H24ClO5P2PtS", "method": "ωB97M-V/def2-TZVPD", "total_charge": 1, "orbital_gap_ha": [0.296, 0.293], "lumo_energy_ev": [-2.6, -5.2], "e_homo_ev": [-10.7, -13.2], "total_energy_ha": -2583.9956, "relative_energy_kj_mol": 6.8, "multiplicity": 3, "species": ["Pt", "C", "P", "C", "C", "C", "C", "C", "C", "C", "P", "C", "C", "H", "H", "H", "H", "H", "H", "H", "H", "H", "H", "H", "H", "H", "H", "H", "H", "O", "Cl", "O", "O", "O", "O", "S", "C", "C", "C", "C", "H", "H", "H", "H", "H", "H", "H", "H"], "xyz": [[-0.59859, 0.72925, -0.37039], [0.85267, 0.41701, 2.79964], [-0.68146, 0.22537, 1.85909], [-1.94746, 1.09816, 2.81425], [-1.09369, -1.53794, 1.96629], [-1.32542, -2.13187, 3.20568], [-1.63194, -3.47941, 3.29138], [-1.71053, -4.24663, 2.14052], [-1.48118, -3.66648, 0.90436], [-1.17239, -2.31089, 0.80778], [-0.86087, -1.56101, -0.81234], [-2.30011, -1.96910, -1.83207], [0.53091, -2.46440, -1.53084], [0.73826, 0.01344, 3.80605], [1.09537, 1.47854, 2.86944], [1.66357, -0.09835, 2.28517], [-1.94808, 0.77419, 3.85573], [-2.92615, 0.90821, 2.37549], [-1.74593, 2.16840, 2.77268], [-1.26600, -1.54608, 4.11487], [-1.80927, -3.92970, 4.25856], [-1.95031, -5.29935, 2.20389], [-1.54513, -4.28030, 0.01427], [-2.42024, -3.04832, -1.93143], [-2.15957, -1.53158, -2.82112], [-3.20056, -1.54417, -1.39091], [0.33838, -3.53826, -1.52757], [1.43733, -2.25224, -0.96531], [0.66954, -2.13602, -2.56204], [-0.76144, 3.99005, -2.92812], [-1.38721, 3.18945, -1.93957], [-1.14323, 1.74699, -2.30123], [-0.75746, 3.35666, -0.63198], [-2.77016, 3.37675, -1.86911], [2.55863, -0.10499, -0.11839], [1.73655, 0.93634, -0.74794], [2.36763, 2.58194, -0.33126], [2.61862, 3.28601, -1.66194], [3.09475, 2.21102, -2.64170], [2.08799, 1.07006, -2.51765], [3.29162, 2.35511, 0.20528], [1.66124, 3.08859, 0.32177], [3.35485, 4.07773, -1.52937], [1.69976, 3.74818, -2.02376], [4.09893, 1.86864, -2.38858], [3.11007, 2.58391, -3.66465], [2.44464, 0.08817, -2.82552], [1.14304, 1.30892, -3.00740]]}



For reference, strongest force on any atom by record: 2.4, 4.2, 2.0, 0.9, 1.1 eV/Å.